Here is a molecular structure, C38H50NO2PtS5Se from the Open Molecules 2025 dataset. Energies are from the ωB97M-V functional and the def2-TZVPD basis.

The geometry in XYZ format:
```
98
Properties=species:S:1:pos:R:3:mulliken_charge:R:1
Pt -0.70724 -0.73051 -1.44443 1.352
C 1.36818 -0.82540 5.49534 -1.740
C 0.12457 -1.71607 5.34838 2.153
C 0.53103 -3.18349 5.56536 -1.754
C -0.87323 -1.33001 6.43861 -2.172
C -0.46061 -1.55574 3.94116 -0.891
C 0.32020 -1.81416 2.82709 -0.237
C -0.21359 -1.66645 1.55880 -0.282
Se 0.85799 -2.04190 0.02577 -0.112
C 2.08130 -0.57048 -0.02839 0.255
C 3.03491 -0.40856 0.96339 -0.740
C 3.96097 0.61949 0.88189 -0.958
C 3.90089 1.42608 -0.25731 0.012
C 2.96010 1.28188 -1.27552 -0.497
C 1.98842 0.25023 -1.15053 0.989
O 1.04722 0.07200 -2.06902 -0.871
C 2.96187 2.22481 -2.49309 2.437
C 3.09538 1.40520 -3.79234 -1.492
C 4.12278 3.21726 -2.45332 -2.360
C 1.64755 3.02739 -2.51131 -1.258
C 4.98705 0.82365 2.00233 2.285
C 4.25333 1.03997 3.33415 -1.195
C 5.88155 -0.42164 2.11282 -1.687
C 5.88287 2.03706 1.75150 -2.265
C -1.55906 -1.32242 1.29278 1.523
O -2.01749 -1.34174 0.05836 -0.953
C -2.36225 -1.03199 2.43238 -0.391
C -1.77714 -1.16475 3.69528 -0.119
C -3.84584 -0.57881 2.40998 2.303
C -3.95161 0.79073 3.10741 -1.746
C -4.45793 -0.41774 1.01329 -2.186
C -4.69784 -1.61303 3.16602 -1.747
H 1.76383 -0.87896 6.51781 0.453
H 1.12343 0.21823 5.27052 0.348
H 2.16234 -1.14026 4.81023 0.308
H 0.94156 -3.32643 6.57352 0.429
H 1.28917 -3.49512 4.83943 0.287
H -0.33796 -3.83957 5.44811 0.390
H -0.40150 -1.44722 7.41933 0.441
H -1.76164 -1.97110 6.41498 0.410
H -1.19237 -0.28670 6.33893 0.388
H 1.35245 -2.14031 2.93229 0.482
H 3.03818 -1.09528 1.80758 0.070
H 4.63542 2.21754 -0.36069 0.421
H 4.05178 0.86831 -3.80241 0.346
H 3.06208 2.07313 -4.66464 0.444
H 2.29235 0.67739 -3.88386 0.144
H 5.09103 2.70383 -2.44001 0.427
H 4.06286 3.88003 -1.58187 0.415
H 4.08523 3.84259 -3.35149 0.438
H 0.79018 2.35220 -2.51204 -0.059
H 1.60153 3.66080 -3.40879 0.441
H 1.58054 3.67070 -1.62726 0.334
H 3.63340 0.17685 3.59399 -0.037
H 3.59733 1.91423 3.27156 0.350
H 4.97216 1.20046 4.14770 0.481
H 5.29317 -1.31173 2.35887 0.283
H 6.63821 -0.28422 2.89539 0.447
H 6.39403 -0.60720 1.16350 0.373
H 5.29417 2.95711 1.67095 0.413
H 6.47357 1.91909 0.83577 0.416
H 6.57966 2.15337 2.58755 0.432
H -2.41042 -0.95091 4.55130 0.151
H -3.32186 1.52362 2.59246 0.357
H -3.63840 0.74952 4.15663 0.339
H -4.98920 1.14460 3.07395 0.449
H -3.92518 0.32201 0.41519 0.326
H -5.49512 -0.08414 1.13215 0.594
H -4.45467 -1.34900 0.45152 0.382
H -4.39037 -1.71681 4.21296 0.324
H -4.61229 -2.59351 2.68573 0.363
H -5.75243 -1.31236 3.14685 0.449
N -1.27192 0.44808 -3.21018 -0.361
C -0.74549 -0.10946 -4.42739 1.728
C -0.16256 0.73126 -5.36283 -0.570
C 0.31753 0.22150 -6.56564 -0.852
C 0.20322 -1.13040 -6.84763 -0.527
C -0.37001 -1.97682 -5.90104 -0.791
C -0.82797 -1.47653 -4.69100 -0.407
H -1.21098 1.45080 -3.18956 0.324
H -2.26018 0.14546 -3.07025 -0.558
H -0.08227 1.79612 -5.15131 0.408
H 0.78004 0.89083 -7.28673 0.433
H 0.56042 -1.52620 -7.79246 0.383
H -0.45762 -3.03907 -6.10530 0.393
H -1.26083 -2.12795 -3.95141 0.419
C -4.20032 0.21275 -5.96680 -0.652
S -4.47316 1.49199 -4.71045 -0.184
C -5.51344 0.64517 -3.58564 -0.023
C -5.19601 -0.44815 -2.82913 -0.004
S -3.74461 -1.38516 -2.70679 -0.435
S -6.58252 -1.03698 -1.91186 -0.045
C -7.77903 0.09472 -2.39177 0.116
S -9.34456 0.08803 -1.84341 -0.316
S -7.15893 1.23906 -3.49797 -0.155
H -3.52155 0.63641 -6.71258 0.281
H -5.15346 -0.05218 -6.42725 0.377
H -3.74437 -0.65895 -5.49412 0.115
```

Largest force on an atom = 3.752 eV/A
Relative energy (zero: lowest compared OMol25 entry of this formula, charge and spin) = 220.7 kJ/mol
E_LUMO = 1.895 eV
HOMO = -4.3 eV
Orbital gap = 0.2291 Eh
Total charge = -1
Spin multiplicity = 1

***

Here is a single C5H10O2 molecule from the Open Molecules 2025 dataset. Energies are from the ωB97M-V functional and the def2-TZVPD basis.

The geometry in XYZ format:
```
17
Properties=species:S:1:pos:R:3:mulliken_charge:R:1
O -0.91783 -2.05235 0.01408 -0.526
C -1.48926 -0.81462 0.39308 -0.783
C -0.43397 0.28127 0.29407 0.307
C 1.00170 -0.10375 0.66379 -0.736
C 1.80373 0.97868 -0.05916 -0.431
O 1.05443 1.33936 -1.21532 -0.406
C -0.24657 0.78415 -1.13823 -0.669
H -1.59413 -2.73362 0.10222 0.304
H -2.32315 -0.54639 -0.27885 0.357
H -1.89756 -0.86223 1.41327 0.403
H -0.75489 1.12025 0.92620 0.346
H 1.18979 -0.11689 1.74193 0.363
H 1.22848 -1.09470 0.26034 0.308
H 2.79620 0.63870 -0.37608 0.278
H 1.93709 1.86673 0.57627 0.264
H -0.34466 -0.04981 -1.84967 0.322
H -0.98806 1.54965 -1.40093 0.300
```

Largest force on an atom = 0.423 eV/A
Structure (SMILES) = OC[C@H]1CCOC1
Relative energy (zero: lowest compared OMol25 entry of this formula, charge and spin) = 152.5 kJ/mol
E_LUMO = 0.792 eV
HOMO = -9.4 eV
Orbital gap = 0.3740 Eh
Spin multiplicity = 1

***

Here is 2 unconnected molecules or ions with the total composition C4H12N2S from the Open Molecules 2025 dataset. Energies are from the ωB97M-V functional and the def2-TZVPD basis.

The geometry in XYZ format:
```
19
Properties=species:S:1:pos:R:3:mulliken_charge:R:1
C 0.78744 1.06480 0.67281 -0.602
N -0.00669 -0.17069 0.84843 -0.377
C -0.76202 -0.33520 -0.58102 -0.411
C -2.10986 -0.78527 -0.25874 -0.862
S -2.95531 0.54501 0.64699 0.155
C 1.91686 0.52851 -0.21515 -0.382
N 2.55239 -0.54778 0.47551 -0.585
H 0.21787 1.82765 0.16996 0.312
H 1.15339 1.43075 1.67027 0.380
H -4.00701 1.00165 -1.10023 0.306
H -0.16179 -1.22606 -0.98385 0.362
H -0.72054 0.58114 -1.05849 0.363
H -2.56883 -1.21694 -1.15023 0.473
H -2.09435 -1.59520 0.50152 0.416
H 2.75348 1.17380 -0.59473 0.416
H 1.43888 0.08899 -1.10923 0.235
H 3.39082 -0.83652 -0.05994 0.274
H -0.72348 -0.10010 1.61213 0.290
H 1.89878 -1.42855 0.51398 0.237
```

Largest force on an atom = 6.220 eV/A
Relative energy (zero: lowest compared OMol25 entry of this formula, charge and spin) = 584.6 kJ/mol
E_LUMO (alpha / beta) = -6.852 / -8.866 eV
HOMO (alpha / beta) = -12.3 / -12.2 eV
Orbital gap (alpha / beta) = 0.1992 / 0.1234 Eh
⟨S²⟩ = 0.873
Total charge = +1
Spin multiplicity = 2

***

Here is 2 unconnected molecules or ions with the total composition C3H10NOS from the Open Molecules 2025 dataset. Energies are from the ωB97M-V functional and the def2-TZVPD basis.

The geometry in XYZ format:
```
16
Properties=species:S:1:pos:R:3:mulliken_charge:R:1
C 0.71503 -2.48705 -0.72561 -1.009
C 0.71600 -1.09150 -0.08835 -0.189
S 1.54640 0.22076 -1.07836 -0.266
H 1.70621 -2.90930 -0.90080 0.306
H 0.17916 -2.37077 -1.65877 0.277
H 0.05877 -3.14503 -0.11800 0.293
H -0.30287 -0.76725 0.07808 0.042
H 1.29738 -0.96206 0.84114 0.328
H 0.31093 0.59977 -1.55232 0.149
N -2.16886 0.48002 1.80070 -0.756
C -1.42671 1.62476 1.18816 -0.475
O -0.87263 1.28136 -0.00777 -0.764
H -2.71561 0.06434 1.05785 0.277
H -1.47535 -0.19716 2.08752 0.311
H -2.00560 2.57883 1.18937 0.244
H -0.63364 1.85205 1.97766 0.231
```

Largest force on an atom = 1.955 eV/A
Relative energy (zero: lowest compared OMol25 entry of this formula, charge and spin) = 197.7 kJ/mol
E_LUMO = 3.667 eV
HOMO = -2.7 eV
Orbital gap = 0.2335 Eh
Total charge = -1
Spin multiplicity = 1

***

Here is 2 unconnected molecules or ions with the total composition C2H5N2O2 from the Open Molecules 2025 dataset. Energies are from the ωB97M-V functional and the def2-TZVPD basis.

The geometry in XYZ format:
```
11
Properties=species:S:1:pos:R:3:mulliken_charge:R:1
N 0.16764 -0.18617 -1.71197 -0.365
C -0.37627 1.04248 -1.58979 0.084
N -1.11606 1.46850 -2.59882 -0.705
H 0.07559 -0.64436 -2.59493 0.190
H 0.66364 -0.60721 -0.93256 0.300
H -0.66646 1.33492 -0.57571 0.304
H -1.22224 2.47019 -2.40679 0.202
O 1.01741 -1.15013 1.04210 -0.656
C 0.60961 -0.88869 2.20747 -0.024
O -0.35902 -0.24704 2.60525 -0.617
H 1.19874 -1.51917 2.93928 0.287
```

Largest force on an atom = 4.057 eV/A
Relative energy (zero: lowest compared OMol25 entry of this formula, charge and spin) = 82.2 kJ/mol
E_LUMO = 4.267 eV
HOMO = -4.3 eV
Orbital gap = 0.3153 Eh
Total charge = -1
Spin multiplicity = 1

***

Here is a molecular structure, C14H24IMgN3OS2 from the Open Molecules 2025 dataset. Energies are from the ωB97M-V functional and the def2-TZVPD basis.

The geometry in XYZ format:
```
46
Properties=species:S:1:pos:R:3:mulliken_charge:R:1
Mg 0.20967 -0.12663 -0.04847 1.684
C -0.90821 -2.90139 0.83062 -1.034
N -1.41772 -1.53402 0.68333 0.715
C -1.96530 -1.09177 1.97161 -1.308
C -2.43493 -1.49049 -0.36904 -0.902
C -2.76336 -0.05650 -0.75695 -1.086
N -1.54721 0.67323 -1.13768 0.550
C -1.24070 0.46805 -2.55988 -1.215
C -1.69660 2.11111 -0.87139 -1.185
H -1.69062 -3.58594 1.18469 0.377
H -0.08720 -2.90303 1.54757 0.315
H -0.52785 -3.26227 -0.12165 0.058
H -2.83061 -1.70435 2.25867 0.307
H -2.26309 -0.04599 1.92802 0.293
H -1.19452 -1.17141 2.73383 0.420
H -3.35615 -2.00076 -0.05401 0.360
H -2.04068 -2.02025 -1.23974 0.375
H -3.22518 0.45562 0.08658 0.425
H -3.49073 -0.06175 -1.57767 0.422
H -2.03194 0.87981 -3.19879 0.368
H -1.13146 -0.59620 -2.77520 0.337
H -0.30051 0.96290 -2.80182 0.315
H -2.54559 2.53313 -1.42472 0.342
H -0.78516 2.62596 -1.16793 0.331
H -1.84593 2.27571 0.19640 0.345
S 1.67268 1.71748 -0.95633 -0.667
C 2.14564 2.45037 0.58598 0.456
C 2.83742 3.66304 0.50291 -0.715
C 3.25617 4.34310 1.63200 -0.567
C 2.96172 3.82048 2.88338 -0.537
C 2.27478 2.62521 2.98352 -0.674
C 1.87006 1.90261 1.85328 0.515
S 1.07052 0.36107 2.13913 -0.597
H 3.04484 4.06023 -0.48278 0.370
H 3.81083 5.26767 1.53148 0.354
H 3.26902 4.34095 3.78237 0.344
H 2.04184 2.21128 3.95646 0.394
N 3.53927 -1.09389 -0.74078 -0.208
C 2.56619 -1.97833 -0.75450 0.741
O 1.34704 -1.70564 -0.80393 -0.765
C 3.01449 -3.43043 -0.68599 -1.168
I 1.61463 -4.73207 -1.63953 0.038
H 3.25708 -0.08154 -0.74876 0.001
H 4.50216 -1.37248 -0.67235 0.213
H 3.08138 -3.74333 0.35349 0.379
H 3.97588 -3.58045 -1.16651 0.487
```

Largest force on an atom = 1.365 eV/A
Relative energy (zero: lowest compared OMol25 entry of this formula, charge and spin) = 7.3 kJ/mol
E_LUMO = -0.062 eV
HOMO = -6.4 eV
Orbital gap = 0.2347 Eh
Spin multiplicity = 1

***

Here is a single C4H5N3 molecule from the Open Molecules 2025 dataset. Energies are from the ωB97M-V functional and the def2-TZVPD basis.

The geometry in XYZ format:
```
12
Properties=species:S:1:pos:R:3:mulliken_charge:R:1
N -2.06864 0.19778 -0.29719 -0.566
C -0.72706 -0.00687 0.04315 0.435
C 0.13276 1.07840 0.40276 -0.112
N 1.32307 1.20293 -0.16571 -0.415
C 1.93353 0.02728 -0.21315 -0.009
N 1.38382 -1.02302 0.36528 -0.593
C 0.04113 -1.13494 0.27214 -0.333
H -2.16529 0.95739 -0.96551 0.276
H -2.54038 -0.61743 -0.67315 0.263
H 0.08070 1.52799 1.39350 0.306
H 2.94219 -0.06361 -0.60409 0.383
H -0.33583 -2.14590 0.44198 0.366
```

Largest force on an atom = 2.642 eV/A
Structure (SMILES) = Nc1cncnc1
Relative energy (zero: lowest compared OMol25 entry of this formula, charge and spin) = 310.2 kJ/mol
E_LUMO = -0.090 eV
HOMO = -8.2 eV
Orbital gap = 0.2973 Eh
Spin multiplicity = 1

***

Here is a gas-phase ion, C4H9NOS (charge -1) from the Open Molecules 2025 dataset. Energies are from the ωB97M-V functional and the def2-TZVPD basis.

The geometry in XYZ format:
```
16
Properties=species:S:1:pos:R:3:mulliken_charge:R:1
C -1.60955 0.26999 1.55544 -0.869
N -0.71489 0.93723 0.47513 -0.606
C -0.10383 0.03693 -0.42982 0.474
C 1.04635 -0.76175 0.19805 -0.865
S 1.94401 -2.22951 -0.51228 -0.326
C 0.61173 0.85624 -1.70313 -0.893
O 1.77927 1.15167 -1.73187 -0.519
H -2.72275 0.60088 1.58566 0.291
H -1.46381 0.63394 2.60522 0.235
H -1.49303 -0.77510 1.49282 0.264
H -1.42308 1.54643 -0.02704 0.493
H -0.92034 -0.50072 -0.96045 0.225
H 0.60960 -1.29463 1.01060 0.278
H 1.80282 -0.04225 0.56697 0.423
H 2.48549 -1.30937 -1.42069 0.132
H 0.17199 0.88002 -2.70461 0.263
```

Largest force on an atom = 5.368 eV/A
Relative energy (zero: lowest compared OMol25 entry of this formula, charge and spin) = 250.0 kJ/mol
E_LUMO (alpha / beta) = 3.393 / 3.339 eV
HOMO (alpha / beta) = 0.4 / -3.4 eV
Orbital gap (alpha / beta) = 0.1094 / 0.2476 Eh
⟨S²⟩ = 0.753
Total charge = -1
Spin multiplicity = 2

***

no.,DFT total energy (eV)
1,-168574.797
2,-9441.463
3,-18144.545
4,-17645.394
5,-9231.309
6,-56645.338
7,-8696.598
8,-18663.671